1.
54
Properties=species:S:1:pos:R:3:mulliken_charge:R:1 method="wB97M-V/def2-TZVPD" energy_ha=-1671.935603 total_charge=+1
Ba 0.3229 -0.0029 -0.2728 1.47
Cl -0.0756 1.3340 3.1854 1.80
O -0.8886 1.4020 1.9848 -0.66
O 0.2206 2.6285 3.6797 -0.63
O -0.7144 0.5333 4.1683 -0.69
O 1.1616 0.6903 2.7822 -0.70
C 4.0347 0.5252 0.0823 -0.85
O 3.0123 -0.4636 0.2540 -0.09
C 3.4121 -1.5311 1.0986 -0.71
C 2.2986 -2.5669 1.0582 -0.73
N 1.0419 -2.0312 1.5951 -0.09
C -0.0179 -3.0542 1.6202 -0.79
C -1.3554 -2.4113 1.9232 -0.93
O -1.7460 -1.4320 0.9434 0.44
C -3.1261 -1.1688 1.0521 -1.09
H 3.6000 1.3545 -0.4688 0.21
H 4.8614 0.1028 -0.4993 0.32
H 4.4551 0.8074 1.0484 0.32
H 3.5470 -1.1908 2.1314 0.39
H 4.3575 -1.9790 0.7811 0.48
H 2.6105 -3.4229 1.6727 0.37
H 2.1348 -2.8954 0.0285 0.33
H 1.1667 -1.6349 2.5240 0.07
H 0.2772 -3.8623 2.2977 0.45
H -0.0629 -3.5392 0.6367 0.32
H -1.3144 -1.8793 2.8812 0.45
H -2.1201 -3.1864 2.0186 0.45
H -3.3957 -0.2972 0.4542 0.20
H -3.3789 -0.9457 2.0914 0.41
H -3.7703 -1.9771 0.6906 0.35
C 1.3587 3.7953 0.6620 -0.96
O 0.8749 2.9960 -0.4027 -0.05
C -0.0988 3.6626 -1.2242 -0.58
C -0.2952 2.7243 -2.4127 -0.89
N -1.1474 1.5922 -2.0717 -0.16
C -1.3791 0.7970 -3.2916 -0.73
C -2.3190 -0.3878 -3.0578 -0.71
O -1.7376 -1.1931 -2.0454 0.11
C -2.3182 -2.5071 -2.0402 -0.92
H 1.8346 3.1269 1.3761 0.28
H 0.5972 4.3704 1.1984 0.37
H 2.0680 4.5634 0.3292 0.33
H 0.3327 4.6138 -1.5400 0.41
H -1.0208 3.8337 -0.6632 0.38
H 0.6959 2.4024 -2.7401 0.35
H -0.7153 3.3113 -3.2426 0.48
H -2.0403 1.9765 -1.7671 0.10
H -0.4279 0.3546 -3.6059 0.30
H -1.7547 1.4407 -4.0926 0.44
H -2.4073 -0.9134 -4.0091 0.40
H -3.2779 0.0189 -2.7198 0.38
H -1.8870 -3.0299 -1.1906 0.08
H -2.0835 -3.0185 -2.9749 0.41
H -3.4005 -2.4361 -1.9164 0.34



2.
110
Properties=species:S:1:pos:R:3:mulliken_charge:R:1 method="wB97M-V/def2-TZVPD" energy_ha=-9901.402716 total_charge=-2
Li 4.4423 1.0680 4.5939 0.95
Li 1.2032 4.4730 1.8803 0.93
Li -0.3533 -1.0783 3.8060 0.91
Li -1.5623 0.7475 2.6304 1.76
N 2.7378 5.2524 2.8128 -0.34
S 2.5910 5.8714 4.3858 0.87
O 3.3647 7.0954 4.5315 -0.59
O 2.5118 5.0191 5.5425 -0.39
F 1.0853 6.4054 4.3223 -0.31
S 4.0713 4.4981 3.1197 0.83
O 3.8869 3.1510 3.6383 -0.28
O 5.2752 5.1991 3.4297 -0.56
F 4.2416 4.1255 1.5446 -0.37
N -1.9577 -0.1569 4.2708 -0.39
S -3.6119 -0.7671 3.9492 0.89
O -4.6453 0.1902 3.6579 -0.50
O -3.8528 -2.1301 4.3489 -0.55
F -3.1977 -1.0462 2.4122 -0.24
S -2.2584 -0.0824 5.7931 0.89
O -1.9056 -1.2628 6.5340 -0.57
O -3.2718 0.8384 6.2591 -0.63
F -0.9955 0.8473 6.1359 -0.20
N 3.6897 -2.2641 6.2679 -0.34
S 4.0581 -2.2614 4.7309 0.91
O 4.1570 -0.9229 4.1985 -0.76
O 3.6468 -3.3376 3.8777 -0.58
F 5.6068 -2.6716 4.9198 -0.36
S 2.0408 -2.4987 6.0502 0.88
O 1.6624 -3.8447 6.3523 -0.61
O 1.2860 -1.7601 5.0540 -0.32
F 1.6228 -1.6715 7.3450 -0.26
N 0.2908 0.0618 2.3888 0.29
S 1.2051 -0.2857 1.1809 0.48
O 2.4433 -0.9640 1.4530 -0.54
O 1.1667 0.5513 0.0123 -0.50
F 0.2400 -1.4985 0.6753 -0.33
S 1.3774 1.3320 2.8973 0.09
O 1.4730 2.4884 2.0388 -0.32
O 2.4240 0.9828 3.8104 0.73
F 0.2203 1.8761 3.8639 -0.35
N -2.4924 2.3587 2.0887 -0.02
S -2.1500 2.7738 0.5983 0.61
O -0.7722 3.0866 0.2916 -0.43
O -3.2405 3.3571 -0.1124 -0.58
F -2.1522 1.2220 0.0792 -0.22
S -2.2762 3.8850 2.7548 0.69
O -3.3599 4.7950 2.5372 -0.59
O -0.9314 4.3663 2.8280 -0.41
F -2.5376 3.3916 4.2374 -0.24
N 4.4574 1.2504 6.6443 -0.04
S 3.4089 1.8970 7.6138 0.93
O 3.2167 3.3023 7.7344 -0.50
O 3.1034 1.0396 8.7393 -0.66
F 2.1585 1.4452 6.6283 -0.26
S 5.7747 2.2201 7.0584 0.84
O 6.0651 2.3967 8.4534 -0.57
O 5.8860 3.3052 6.1443 -0.47
F 6.8247 1.1165 6.5597 -0.28
C -4.7190 -2.1071 -7.1402 -1.45
C -3.8239 -1.6524 -5.9811 0.09
O -2.9649 -2.7361 -5.6431 -0.11
P -3.3481 -3.7437 -4.4625 0.44
O -4.7560 -4.2106 -4.4952 -0.78
O -2.2273 -4.8520 -4.6381 -0.29
C -2.2850 -6.0726 -3.8966 -0.24
C -1.5948 -5.9617 -2.5536 -0.85
O -2.8941 -3.0158 -3.1238 0.15
C -3.8396 -2.7475 -2.0717 -0.42
C -3.0951 -1.8588 -1.0653 -0.39
H -4.0761 -2.5706 -7.8910 0.29
H -5.4009 -2.8890 -6.8038 0.32
H -5.3380 -1.3371 -7.6008 0.42
H -3.2181 -0.7913 -6.2552 0.20
H -4.4644 -1.4597 -5.1162 0.24
H -3.2832 -6.4361 -3.6410 0.29
H -1.7803 -6.7836 -4.5473 0.28
H -1.9198 -5.0705 -2.0137 0.09
H -1.7833 -6.7916 -1.8730 0.36
H -0.5146 -5.8379 -2.6568 0.27
H -4.7448 -2.3178 -2.4932 0.47
H -4.0311 -3.6818 -1.5381 0.28
H -3.7453 -1.3808 -0.3346 0.41
H -2.2153 -2.3409 -0.6457 0.21
H -2.7049 -1.0110 -1.6372 -0.24
C 2.6558 0.5144 -2.8901 -0.55
C 2.7778 1.5216 -4.0155 -0.52
O 2.6091 0.7939 -5.2491 -0.40
P 1.2044 0.9119 -5.9928 0.50
O 0.9606 2.2693 -6.5539 -0.71
O 1.2610 -0.3364 -6.9792 -0.29
C 0.1116 -0.8978 -7.6395 0.19
C 0.6292 -1.7614 -8.7546 -1.42
O 0.1237 0.5014 -4.8391 0.14
C -0.8701 1.4997 -4.5456 -0.31
C -1.5962 1.0946 -3.2924 -0.08
H 3.3452 -0.3010 -3.0927 0.32
H 2.8758 1.0203 -1.9499 0.27
H 1.6248 0.1672 -2.8869 0.07
H 2.1897 2.4382 -3.9352 0.27
H 3.8001 1.9128 -4.0074 0.44
H -0.5606 -1.3994 -6.9412 0.12
H -0.5238 -0.1222 -8.0777 0.28
H 1.2084 -2.6213 -8.4184 0.32
H -0.1873 -2.0422 -9.4201 0.39
H 1.3428 -1.1992 -9.3611 0.37
H -0.5926 2.5462 -4.4451 0.35
H -1.6029 1.3498 -5.3480 0.22
H -2.2714 1.8990 -2.9902 0.38
H -2.2154 0.2021 -3.4014 -0.41
H -0.9242 0.9177 -2.4483 0.00



3.
50
Properties=species:S:1:pos:R:3:nbo_charge:R:1 method="wB97M-V/def2-TZVPD" energy_ha=-1855.468054 total_charge=0
Ti 0.0206 -0.9924 0.4868 1.79
C -3.5743 -0.2521 2.6172 -0.63
C -3.3218 -0.7130 1.1199 -0.03
O -1.9658 -0.5252 0.7569 -0.73
H -3.4060 0.8240 2.5732 0.19
H -2.8375 -0.7514 3.2463 0.21
H -4.5896 -0.4502 2.9606 0.20
H -4.0758 -0.2142 0.5109 0.16
H -3.5958 -1.7679 1.1335 0.16
C -0.5155 -4.2115 -2.3010 -0.63
C -0.5881 -2.6805 -2.4733 -0.03
O -0.2241 -1.9480 -1.3632 -0.78
H -1.4287 -4.5848 -1.8376 0.21
H 0.3460 -4.6038 -1.7607 0.21
H -0.5057 -4.7239 -3.2630 0.20
H -1.5868 -2.4027 -2.8104 0.15
H 0.0564 -2.4292 -3.3157 0.13
C -0.3563 1.3776 3.9805 -0.62
C 0.9611 0.8983 3.2721 -0.04
O 0.6831 -0.0952 2.2525 -0.79
H -0.9395 1.9605 3.2676 0.19
H -0.0655 2.0920 4.7506 0.20
H -0.9328 0.5521 4.3980 0.22
H 1.4893 0.4880 4.1328 0.17
H 1.5679 1.6908 2.8343 0.14
F -0.0544 -2.8525 1.4430 -0.63
C 2.8505 -2.5150 0.2889 -0.26
O 2.0338 -1.3592 0.1336 -0.52
C 2.5822 -0.5447 -0.9048 -0.08
C 1.9629 0.8705 -0.7998 -0.26
N 0.4884 0.7675 -0.7341 -0.63
C -0.0776 2.0372 -0.1559 -0.25
C 0.0334 3.1645 -1.1661 -0.09
O -0.4929 2.8215 -2.4533 -0.55
C -0.1617 3.7347 -3.4410 -0.24
H 2.5943 -3.1826 1.1115 0.25
H 3.8823 -2.2755 0.5462 0.18
H 2.9622 -3.1421 -0.5956 0.19
H 2.2667 -0.8855 -1.8909 0.20
H 3.6692 -0.5672 -0.9825 0.21
H 2.2787 1.5287 -1.6092 0.20
H 2.4099 1.2884 0.1022 0.21
H 0.3921 0.9494 -1.7229 0.42
H 0.4673 2.3747 0.7259 0.22
H -1.1425 1.9665 0.0653 0.25
H 1.0636 3.5067 -1.2644 0.15
H -0.3917 4.0911 -0.7804 0.19
H -0.4358 3.1272 -4.3035 0.20
H 0.9165 3.8921 -3.4701 0.16
H -0.7124 4.6662 -3.3108 0.18



4.
54
Properties=species:S:1:pos:R:3:nbo_charge:R:1 method="wB97M-V/def2-TZVPD" energy_ha=-3638.890468 total_charge=+1
Zn 1.3145 0.7959 2.3712 1.77
F 0.6828 0.7856 0.5584 -0.81
C 4.3847 -3.8362 4.8874 -0.62
C 3.2506 -3.2229 3.9543 -0.07
O 3.6559 -3.2853 2.6252 -0.76
P 2.9964 -2.2608 1.5492 2.62
O 2.1688 -1.1025 2.1051 -1.28
O 4.3136 -1.6489 0.7038 -0.77
C 5.2603 -0.7821 1.2781 -0.08
C 6.1173 -1.1671 2.4575 -0.65
O 2.2691 -3.0875 0.4539 -0.76
C 1.7382 -2.4014 -0.5744 -0.10
C 1.7473 -3.3194 -1.7276 -0.64
H 5.1935 -3.1089 4.9577 0.21
H 3.9699 -4.1154 5.8559 0.23
H 4.7882 -4.6920 4.3461 0.23
H 2.3706 -3.8598 4.0436 0.19
H 2.9611 -2.2086 4.2291 0.17
H 6.0340 -0.7186 0.5129 0.21
H 4.9527 0.2496 1.4486 0.17
H 6.5240 -2.1760 2.5270 0.24
H 7.0328 -0.5777 2.5078 0.24
H 5.5090 -0.9044 3.3230 0.19
H 0.7750 -1.9298 -0.3794 0.20
H 2.3871 -1.5726 -0.8574 0.18
H 1.0523 -4.0949 -1.4054 0.23
H 1.3739 -2.8077 -2.6146 0.23
H 2.7237 -3.5096 -2.1731 0.24
C -3.5467 5.6509 -0.6623 -0.63
C -3.0128 4.2477 -1.0729 -0.06
O -3.3552 3.1787 -0.1842 -0.82
P -4.1890 1.9358 -0.7447 2.56
O -4.7178 0.9537 0.2077 -1.07
O -5.2837 2.6362 -1.7686 -0.79
C -5.2732 2.1771 -3.1072 -0.08
C -6.3469 2.8946 -3.8657 -0.64
O -3.1889 1.2089 -1.7774 -0.84
C -1.9701 0.5501 -1.3004 -0.06
C -1.9258 -0.9496 -1.6128 -0.63
H -3.3477 6.3399 -1.4831 0.22
H -4.6128 5.5845 -0.4452 0.23
H -3.0162 6.0025 0.2226 0.21
H -3.4269 3.9757 -2.0438 0.18
H -1.9529 4.0682 -1.2532 0.18
H -4.3601 2.4262 -3.6478 0.17
H -5.3426 1.1061 -3.2980 0.19
H -6.2273 3.9760 -3.9321 0.21
H -6.5254 2.6008 -4.9001 0.23
H -7.3634 2.7769 -3.4905 0.22
H -1.0626 0.9949 -1.7088 0.19
H -1.9475 0.5203 -0.2110 0.19
H -1.6719 -1.3254 -2.6040 0.21
H -1.1225 -1.4345 -1.0582 0.19
H -2.7571 -1.5368 -1.2226 0.23